Record 1
42
Properties=species:S:1:pos:R:3:forces:R:3:mulliken_spin:R:1 method="wB97M-V/def2-TZVPD" orbital_gap_ha="0.22885 / 0.31026" multiplicity=8 charge=0 e_lumo_ev="-2.1 / 0.0"
Gd -0.51638 0.18924 0.03773 0.69 -0.45 -0.16 7.40
O -3.55862 0.84275 -3.52986 0.04 -0.07 0.08 0.00
C -2.94382 0.44511 -2.41746 0.00 0.08 -0.13 0.00
O -1.76693 0.63697 -2.22607 -0.09 -0.05 0.28 -0.01
C -3.87960 -0.33347 -1.51355 -0.01 -0.16 -0.04 0.01
O -3.43691 -0.42238 -0.18275 0.00 0.11 -0.01 0.00
C -3.89974 0.62084 0.70786 -0.10 0.21 0.04 0.00
C -2.58425 1.31215 1.02284 0.06 -0.16 -0.04 -0.03
O -1.86478 0.73937 1.88660 -0.23 -0.07 0.33 -0.03
O -2.09624 2.08423 0.16225 -0.17 0.22 -0.05 -0.01
H -2.88498 1.25070 -4.09638 -0.03 0.04 -0.07 0.00
H -3.89034 -1.35119 -1.91873 -0.03 0.04 0.02 0.00
H -4.89387 0.06280 -1.58804 0.05 0.05 0.00 0.00
H -4.32994 0.14912 1.58815 -0.01 -0.01 -0.05 0.00
H -4.61298 1.28183 0.21654 0.00 -0.06 -0.05 0.00
F -1.40314 -2.27985 6.27117 -0.07 -0.05 0.12 0.00
C -0.72565 -1.76065 5.25329 0.10 0.09 -0.12 -0.01
C -1.07571 -2.07454 3.95107 0.20 0.13 0.08 0.00
F -2.10196 -2.88279 3.70450 -0.11 -0.09 -0.01 0.00
C -0.34560 -1.52829 2.91742 0.11 0.08 0.05 -0.04
F -0.73441 -1.84460 1.65425 0.00 0.04 -0.12 -0.02
C 0.71625 -0.65001 3.09762 -0.02 0.09 -0.30 0.01
S 1.59376 0.08859 1.74442 -0.31 -0.10 0.14 -0.23
C 1.03291 -0.35310 4.41976 0.01 -0.03 0.02 0.02
F 2.03665 0.47794 4.69773 0.01 0.03 -0.02 0.00
C 0.33465 -0.89780 5.48463 -0.06 -0.07 -0.18 0.00
F 0.67605 -0.59353 6.73364 0.01 0.01 0.09 0.00
O 0.58669 -3.33408 -2.74150 0.02 0.01 0.00 0.00
C 0.38184 -2.39686 -2.05348 0.00 -0.16 -0.14 0.00
N 0.17782 -1.44233 -1.36653 -0.12 0.24 0.29 -0.03
Br 3.17206 4.07583 -3.72561 0.00 -0.02 0.02 0.00
C 3.57391 2.33831 -3.09130 0.00 0.20 -0.06 0.00
C 4.69540 1.70963 -3.61567 -0.02 -0.03 0.03 0.00
C 5.03501 0.43853 -3.19047 -0.04 -0.06 0.05 0.00
C 4.25583 -0.20667 -2.24005 0.07 0.05 -0.08 0.00
C 3.14218 0.42273 -1.71568 -0.19 0.10 0.08 0.00
C 2.79148 1.70409 -2.13640 0.31 -0.33 -0.14 0.00
I 1.09797 2.61330 -1.34612 -0.07 0.18 0.03 -0.03
H 5.29405 2.21956 -4.35621 -0.01 0.04 -0.01 0.00
H 5.90650 -0.04766 -3.60625 0.02 -0.01 0.00 0.00
H 4.50707 -1.20341 -1.90632 0.00 -0.02 0.01 0.00
H 2.53777 -0.10037 -0.98703 0.00 0.00 0.01 0.00

Record 2
40
Properties=species:S:1:pos:R:3:forces:R:3:mulliken_spin:R:1 method="wB97M-V/def2-TZVPD" orbital_gap_ha="0.21652 / 0.21095" multiplicity=5 charge=0 e_lumo_ev="-1.7 / -2.6"
Ru -0.23121 0.48698 0.30249 0.18 -0.36 0.39 1.49
Se 1.81047 1.77146 1.05542 0.01 0.13 -0.28 0.60
Te 0.55800 0.59556 2.74076 -0.03 0.08 0.07 0.45
Te -1.98352 -1.14652 1.48291 -0.11 -0.10 0.34 0.67
Se -2.34432 -1.03169 -0.85127 0.00 0.14 -0.43 0.66
Br 0.27419 1.07704 -2.23756 0.11 0.19 -0.04 0.07
C -0.99453 2.49372 -2.23509 -0.10 0.07 -0.07 0.00
C -1.15411 3.19225 -3.39638 0.01 -0.07 0.08 -0.01
C -2.07478 4.25598 -3.43738 0.02 -0.01 -0.02 -0.01
C -2.78868 4.57275 -2.32106 -0.01 0.01 -0.03 0.01
C -2.62206 3.85284 -1.11447 -0.05 0.07 0.02 -0.02
C -3.37840 4.20531 0.02918 0.01 -0.03 0.05 0.05
C -3.22123 3.51388 1.19065 -0.04 0.04 -0.02 -0.03
C -2.31294 2.43929 1.25579 0.11 -0.11 0.03 0.00
C -1.53474 2.04126 0.19126 -0.20 0.26 -0.09 -0.05
C -1.70053 2.77445 -1.03879 0.08 -0.07 0.05 0.00
H -0.57901 2.92941 -4.27326 0.00 0.00 -0.01 0.00
H -2.20450 4.81082 -4.35649 -0.01 0.01 0.00 0.00
H -3.50247 5.38694 -2.33864 0.00 0.00 0.00 0.00
H -4.08140 5.02580 -0.04022 0.00 0.01 -0.02 0.00
H -3.79982 3.77515 2.06744 0.01 0.01 0.01 0.00
H -2.22965 1.91159 2.19906 -0.03 0.01 0.00 0.04
O 2.64886 -0.58511 -1.04834 -0.07 -0.05 -0.10 0.02
C 1.81232 -1.43803 -0.79406 0.02 -0.10 0.09 0.00
O 0.79327 -1.31044 -0.01148 -0.02 -0.22 -0.04 0.05
C 1.90038 -2.80794 -1.43781 0.20 0.13 -0.01 -0.04
C 0.82132 -3.67744 -1.40048 0.10 0.07 0.03 0.03
C 0.93179 -4.89415 -2.04464 -0.14 -0.19 0.00 -0.01
C 2.06924 -5.29835 -2.71424 0.05 0.23 0.10 0.00
C 3.12452 -4.40162 -2.71916 0.01 -0.11 -0.05 0.00
C 3.06620 -3.16569 -2.10627 -0.16 0.03 0.05 0.00
N 4.36465 -4.79128 -3.42405 -0.02 -0.01 -0.01 0.00
O 4.36726 -5.86343 -3.99271 0.03 0.02 0.01 0.00
O 5.29489 -4.01487 -3.38807 -0.01 -0.02 -0.01 0.00
N -0.22977 -5.81296 -2.01849 0.00 0.08 -0.09 0.00
O -0.09675 -6.89695 -2.54587 0.00 0.00 0.04 0.00
O -1.24351 -5.41413 -1.48378 0.04 -0.05 0.02 0.00
H -0.08228 -3.39992 -0.87879 -0.02 -0.03 -0.03 0.02
H 2.13121 -6.25528 -3.20587 0.01 -0.01 -0.01 0.00
H 3.89714 -2.47639 -2.14183 0.02 -0.03 -0.02 0.00

Record 3
46
Properties=species:S:1:pos:R:3:forces:R:3:nbo_charge:R:1 method="wB97M-V/def2-TZVPD" orbital_gap_ha=0.26637 charge=0 smiles="C#CCc1cnc2c(CCC(F)(F)C(F)(F)C(F)(F)C(F)(F)S(F)(F)(F)(F)F)c(F)cc(ON=O)c2n1" e_lumo_ev=-1.8
C 4.38344 -5.04421 1.79124 1.84 6.77 0.37 -0.26
C 4.56813 -3.73418 1.83175 0.12 -6.38 0.22 -0.04
C 5.08625 -2.21819 1.93586 -0.51 -0.36 -1.69 -0.50
C 4.06105 -1.20130 1.16005 -0.50 0.19 -0.44 0.20
C 3.33706 -0.12574 2.05410 -1.03 0.53 -3.56 -0.01
N 2.43446 0.85206 1.49409 2.99 -3.87 -1.87 -0.37
C 2.29168 0.74055 0.05200 -0.08 -0.30 -0.69 0.10
C 1.32944 1.81847 -0.65879 0.20 -1.15 -2.60 -0.04
C 0.58610 2.90672 0.26058 0.08 0.54 -0.57 -0.46
C -1.00195 3.04511 0.00927 -0.51 0.62 0.54 -0.46
C -1.88977 1.96386 0.86518 3.16 1.43 -0.29 0.65
F -1.72478 2.38579 2.26068 -0.84 -1.64 -3.22 -0.34
F -1.23444 0.69288 0.68964 -2.21 2.36 0.73 -0.33
C -3.44508 1.99669 0.43904 -1.43 1.64 0.79 0.61
F -4.03723 3.10520 1.19162 1.73 -2.71 -2.05 -0.32
F -3.65747 2.31679 -0.94583 0.75 -1.15 3.54 -0.31
C -4.29545 0.67334 0.93237 -0.49 2.32 1.64 0.60
F -5.61412 1.20328 1.27381 3.42 -2.21 -1.11 -0.30
F -3.67546 0.25407 2.15195 -1.67 0.57 -3.27 -0.29
C -4.38428 -0.41993 -0.23734 -0.17 1.79 -3.55 0.47
F -5.42165 0.04898 -1.15299 3.18 -0.81 2.75 -0.29
F -3.19362 -0.52201 -1.05853 -3.08 0.89 3.04 -0.29
S -4.86319 -2.15848 0.26144 -1.17 -4.60 -1.23 2.25
F -5.74833 -1.67324 1.59852 1.93 -0.48 -2.31 -0.43
F -6.25107 -2.05305 -0.71754 2.25 -0.53 2.20 -0.44
F -4.02824 -2.72857 -1.12339 -1.75 0.62 2.57 -0.45
F -3.45461 -2.43971 1.12738 -2.62 1.15 -1.13 -0.43
F -5.32429 -3.74416 0.60739 0.95 2.90 -0.57 -0.41
C 1.13112 1.79102 -2.23154 2.13 -2.40 2.16 0.39
F 0.33109 2.72804 -2.97463 1.92 -2.23 2.22 -0.34
C 1.85672 0.64945 -3.11215 0.95 -0.50 3.99 -0.28
C 2.75675 -0.38740 -2.35900 -2.01 2.55 0.51 0.23
O 3.38693 -1.42278 -3.17315 -2.43 1.26 2.68 -0.39
N 4.33521 -0.76787 -3.90918 0.27 0.54 -3.51 0.38
O 4.09265 -0.92000 -5.07221 1.08 0.16 1.92 -0.26
C 3.02480 -0.37820 -0.76722 -0.69 0.60 -1.78 0.20
N 3.93015 -1.39995 -0.26534 -2.52 4.47 4.47 -0.37
H 4.46722 -6.20191 1.78754 -0.53 2.87 -0.07 0.28
H 5.32474 -1.87033 3.00531 -0.79 -0.76 -1.59 0.25
H 6.08817 -2.13289 1.34131 -1.83 -0.43 1.04 0.27
H 3.53079 -0.10100 3.19057 -0.43 -0.02 -2.15 0.23
H 0.74817 2.78458 1.39099 0.07 -0.25 -1.91 0.27
H 1.05282 3.94196 -0.01833 -0.91 -1.83 0.46 0.24
H -1.26079 3.05357 -1.10959 0.31 -0.30 1.80 0.25
H -1.31307 4.08490 0.44214 0.44 -1.90 -0.81 0.25
H 1.68398 0.60780 -4.25908 0.42 0.02 2.34 0.27

Record 4
52
Properties=species:S:1:pos:R:3:forces:R:3:mulliken_spin:R:1 method="wB97M-V/def2-TZVPD" orbital_gap_ha="0.27478 / 0.21942" multiplicity=5 charge=-1 e_lumo_ev="2.4 / 0.4"
Pd 2.08273 -0.42778 2.28427 -0.19 -0.03 0.06 1.29
F 3.49725 -2.36667 6.98882 -0.01 -0.03 -0.02 0.00
C 3.09773 -3.01022 5.89724 0.00 -0.01 0.03 0.00
F 3.78819 -4.13982 5.77669 -0.01 0.02 0.02 0.00
F 1.80526 -3.30300 6.01616 0.00 0.00 0.00 0.00
S 3.31718 -1.96043 4.40514 0.02 -0.07 -0.06 0.01
O 2.55303 -0.74427 4.65117 0.03 -0.09 0.00 0.02
O 2.82126 -2.73376 3.28355 0.06 0.13 0.12 0.01
N 4.87131 -1.76648 4.48116 -0.14 0.10 -0.03 0.00
S 5.52292 -0.78207 3.42286 -0.18 -0.02 -0.22 0.00
O 6.37161 0.18849 4.03138 -0.02 -0.05 -0.06 0.00
O 4.57653 -0.37351 2.39969 0.18 0.13 0.14 0.01
C 6.65558 -1.92154 2.52573 -0.01 -0.11 0.04 0.00
F 5.96881 -2.90357 1.94845 0.02 0.03 0.01 0.00
F 7.54176 -2.45593 3.36764 0.01 0.01 -0.01 0.00
F 7.31419 -1.24583 1.58534 0.00 0.02 0.00 0.00
Se -0.38289 -0.60776 2.66337 0.16 -0.03 -0.06 1.81
O 1.79350 1.60884 1.50871 0.06 -0.05 -0.08 0.15
C 1.78750 1.14664 0.32810 0.04 0.04 0.05 0.03
O 1.98540 -0.08983 0.13565 0.01 0.02 0.02 0.13
C 1.47835 2.02943 -0.82385 -0.02 -0.02 0.02 0.00
C 1.06743 3.33176 -0.58877 -0.02 0.04 -0.02 0.00
C 0.62262 4.15071 -1.63057 0.00 0.01 0.03 0.00
C 0.60113 3.59180 -2.88129 0.00 -0.05 -0.04 0.00
O 0.19486 4.15857 -4.05872 0.02 0.02 0.01 0.00
C 0.10250 3.06293 -4.97022 -0.04 -0.02 -0.05 0.00
O 0.92094 2.01935 -4.46093 0.03 -0.01 0.00 0.00
C 1.03228 2.29347 -3.11911 -0.03 0.05 -0.04 0.00
C 1.48526 1.48439 -2.11862 0.02 -0.01 0.03 0.01
H 1.06636 3.69273 0.43011 0.00 0.00 0.00 0.00
H 0.27973 5.16122 -1.45932 0.00 0.00 0.01 0.00
H 0.47403 3.37267 -5.94498 0.02 0.01 0.02 0.00
H -0.93650 2.72192 -5.01967 0.00 -0.01 0.04 0.00
H 1.79485 0.46297 -2.28701 -0.01 0.00 0.01 0.00
S -2.79757 1.53612 -2.71414 -0.04 0.01 -0.01 0.01
C -2.62203 0.24928 -1.67360 0.08 -0.01 0.02 0.00
S -1.11449 -0.19875 -0.94189 -0.08 -0.02 -0.01 0.02
C -1.86830 -1.57782 -0.17155 0.09 0.01 0.00 -0.06
N -3.13228 -1.67503 -0.42652 -0.02 0.02 -0.02 0.09
N -3.54374 -0.65145 -1.25848 -0.04 -0.04 0.04 0.01
C -4.91753 -0.69522 -1.64184 0.02 0.01 0.00 0.00
C -5.46941 -1.92404 -1.97527 0.01 -0.02 -0.01 0.00
C -6.80851 -1.99914 -2.32130 -0.02 0.02 0.00 0.00
C -7.59306 -0.85376 -2.33270 0.01 -0.02 0.00 0.00
C -7.03225 0.36719 -1.98813 0.00 0.01 0.00 0.00
C -5.69346 0.45358 -1.63748 0.01 0.00 0.00 0.00
S -0.94396 -2.65854 0.79574 -0.03 0.00 0.01 0.45
H -4.84809 -2.80789 -1.94388 0.00 0.01 0.00 0.00
H -7.23958 -2.95734 -2.58118 0.00 0.00 0.00 0.00
H -8.63925 -0.91441 -2.60414 0.00 0.00 0.00 0.00
H -7.64008 1.26284 -1.98479 0.00 0.00 0.00 0.00
H -5.24908 1.39893 -1.36703 0.00 0.01 0.00 0.00

Number 1: total energy -154952.41370 eV. Number 2: total energy -250938.45834 eV. Number 3: total energy -75201.40095 eV. Number 4: total energy -178985.59230 eV.